[1]
A 6-piece molecular cluster, C33H46N10PS overall. Source: the Open Molecules 2025 dataset; level of theory: ωB97M-V with the def2-TZVPD basis set.

* calculated total energy: -69983.2347 eV
* Kohn-Sham gap: 6.8 eV
* LUMO level: -3.3 eV

```
! RIJCOSX wB97M-V def2-TZVPD def2/J DEFGRID3
* xyz 1 1
C 2.93 2.55 -0.57
C 1.94 3.74 -0.24
N 1.49 4.47 -1.18
C 1.51 3.97 1.27
N 1.10 2.65 1.82
C 0.09 1.98 1.34
N -0.35 0.68 1.79
C -0.64 0.03 0.48
C -1.14 -1.43 0.44
C -0.42 -2.33 -0.49
C -0.77 -3.72 -0.69
C -1.89 -4.26 0.06
C -2.59 -3.38 1.00
C -2.26 -1.98 1.21
C -1.65 1.13 -0.04
C -2.21 0.92 -1.48
N -1.12 0.85 -2.49
N -0.76 2.32 0.23
P -1.64 3.83 0.36
S -1.88 4.49 2.16
H 2.78 1.69 0.15
H 4.00 2.87 -0.60
H 2.61 2.14 -1.57
H 1.89 4.12 -2.06
H 0.74 4.77 1.38
H 2.45 4.31 1.79
H 1.60 2.22 2.60
H 0.46 0.30 2.29
H 0.38 0.04 0.00
H 0.43 -1.90 -1.08
H -0.17 -4.29 -1.45
H -2.17 -5.33 -0.12
H -3.46 -3.81 1.55
H -2.81 -1.30 1.91
H -2.43 1.11 0.79
H -2.74 -0.08 -1.46
H -2.95 1.71 -1.74
H -0.69 -0.08 -2.43
H -1.58 0.98 -3.39
H -2.93 3.60 -0.21
H -0.97 4.74 -0.52
N 1.86 -1.42 -3.69
C 2.02 -2.58 -4.39
C 3.34 -2.94 -4.31
C 4.00 -1.97 -3.52
C 3.06 -1.04 -3.15
H 1.00 -0.92 -3.58
H 1.19 -3.04 -4.89
H 3.78 -3.81 -4.77
H 5.05 -1.95 -3.25
H 3.14 -0.15 -2.54
N -5.52 -1.14 -0.59
C -6.50 -0.27 -0.19
C -7.50 -0.31 -1.13
C -7.11 -1.23 -2.13
C -5.89 -1.74 -1.77
H -4.66 -1.32 -0.10
H -6.40 0.29 0.72
H -8.41 0.27 -1.10
H -7.67 -1.51 -3.01
H -5.25 -2.46 -2.25
N 2.73 -6.19 -1.96
C 1.87 -7.12 -2.48
C 1.51 -7.98 -1.48
C 2.17 -7.55 -0.30
C 2.92 -6.44 -0.63
H 3.16 -5.44 -2.48
H 1.60 -7.10 -3.53
H 0.85 -8.83 -1.57
H 2.11 -8.00 0.68
H 3.56 -5.81 -0.03
N 1.13 9.59 1.57
C 0.26 8.70 1.03
C -0.13 7.82 2.01
C 0.54 8.22 3.20
C 1.30 9.31 2.90
H 1.58 10.35 1.08
H -0.02 8.75 -0.02
H -0.81 7.00 1.90
H 0.46 7.75 4.17
H 1.96 9.91 3.51
N 1.73 -2.01 3.18
C 1.88 -1.14 4.23
C 2.69 -1.73 5.16
C 3.05 -3.01 4.65
C 2.45 -3.15 3.43
H 1.18 -1.84 2.36
H 1.39 -0.18 4.23
H 2.99 -1.30 6.11
H 3.69 -3.74 5.13
H 2.47 -3.95 2.72
*
```

The Mulliken scheme yields these atomic charges, measured in e: -1.038, 0.765, -0.584, -0.671, 0.127, -0.140, -0.082, -0.276, 0.421, -0.082, -0.627, -0.651, -0.534, -0.758, -0.311, -0.923, -0.550, 0.506, 0.206, -0.310, 0.208, 0.387, 0.239, 0.276, 0.122, 0.487, 0.257, -0.045, 0.309, 0.299, 0.484, 0.446, 0.397, 0.532, 0.437, 0.386, 0.562, 0.120, 0.271, 0.137, 0.155, 0.099, -0.516, -0.622, -0.625, -0.102, 0.217, 0.403, 0.558, 0.422, 0.181, 0.106, -0.427, -0.549, -0.582, -0.360, 0.222, 0.390, 0.412, 0.412, 0.391, 0.079, -0.425, -0.528, -0.363, -0.585, 0.195, 0.388, 0.414, 0.417, 0.417, 0.031, -0.812, 0.087, -0.636, -0.425, 0.190, 0.364, 0.428, 0.385, 0.386, 0.182, -0.323, -0.684, -0.555, -0.496, 0.144, 0.440, 0.401, 0.400, 0.496

[2]
C35H39N5O8PSTi as an isolated structure. Source: the Open Molecules 2025 dataset; level of theory: ωB97M-V with the def2-TZVPD basis set.

* calculated total energy: -103996.5951 eV
* Kohn-Sham gap: 6.8 eV
* LUMO level: -4.0 eV

```
! RIJCOSX wB97M-V def2-TZVPD def2/J DEFGRID3
* xyz 1 1
Ti -0.24 0.01 0.22
O 3.39 3.92 0.32
C 3.70 4.01 1.55
O 4.45 4.69 2.20
C 2.79 2.86 2.09
C 1.41 3.01 2.25
C 0.60 1.92 2.09
N 1.07 0.68 1.77
C 2.42 0.48 1.88
C 3.27 1.55 2.07
C 3.00 -0.89 1.97
C 4.36 -1.08 1.74
C 4.93 -2.32 2.01
C 4.12 -3.34 2.47
C 2.77 -3.07 2.62
N 2.21 -1.89 2.40
C -0.86 1.96 2.24
C -1.54 2.92 2.97
C -2.91 2.80 3.12
C -3.55 1.71 2.54
C -2.81 0.80 1.83
N -1.49 0.93 1.67
H 1.00 3.99 2.43
H 4.33 1.38 2.19
H 4.99 -0.28 1.38
H 5.99 -2.47 1.87
H 4.52 -4.32 2.70
H 2.10 -3.86 2.95
H -1.00 3.73 3.43
H -3.46 3.53 3.69
H -4.62 1.58 2.64
H -3.27 -0.08 1.38
C -2.89 -3.56 1.72
C -1.54 -3.14 2.28
C -0.93 -4.25 3.14
O -1.73 -1.97 3.05
C -0.61 -2.85 1.08
O -0.13 -3.71 0.40
O -0.41 -1.55 0.81
H -3.58 -3.72 2.55
H -2.78 -4.48 1.16
H -3.29 -2.79 1.06
H -1.65 -4.54 3.90
H -0.02 -3.91 3.63
H -0.70 -5.11 2.51
H -0.90 -1.74 3.47
C -4.42 2.73 -1.87
N -3.78 1.42 -1.78
C -4.38 0.29 -2.25
C -3.83 -0.92 -2.08
C -2.57 -1.04 -1.37
O -2.07 -2.13 -1.13
N -1.94 0.15 -0.95
C -2.58 1.36 -1.09
O -2.12 2.41 -0.63
H -5.29 2.65 -2.52
H -3.73 3.46 -2.27
H -4.74 3.07 -0.88
H -5.32 0.43 -2.77
H -4.30 -1.82 -2.45
C 0.42 4.22 -0.81
S 0.91 2.73 -1.66
C -0.31 2.85 -3.00
O 0.43 1.57 -0.78
H 0.31 5.02 -1.54
H 1.23 4.46 -0.12
H -0.52 4.02 -0.30
H 0.10 3.54 -3.74
H -1.24 3.23 -2.59
H -0.45 1.87 -3.44
C 3.33 0.12 -1.44
P 1.84 -0.90 -1.12
C 2.54 -2.59 -1.08
C 1.02 -0.96 -2.75
C 0.22 -2.07 -3.04
C -0.43 -2.16 -4.26
C -0.29 -1.15 -5.21
C 0.52 -0.06 -4.94
C 1.17 0.04 -3.71
H 3.17 1.18 -1.28
H 3.68 -0.06 -2.46
H 4.11 -0.21 -0.75
H 2.93 -2.84 -2.07
H 1.77 -3.30 -0.78
H 3.35 -2.63 -0.35
H 0.11 -2.86 -2.32
H -1.05 -3.02 -4.47
H -0.79 -1.23 -6.16
H 0.66 0.71 -5.68
H 1.81 0.89 -3.52
*
```

The Mulliken scheme yields these atomic charges, measured in e: -2.030, -0.614, 0.036, -0.665, 0.233, -1.041, 1.216, 0.313, 0.183, -0.827, 0.805, -0.294, -0.966, -0.811, 0.029, -0.077, 0.152, -0.798, -0.862, -1.145, -0.108, 1.731, 0.424, 0.504, 0.319, 0.446, 0.445, 0.248, 0.557, 0.473, 0.541, 0.446, -1.521, 1.393, -1.668, -0.584, -0.140, -0.548, 1.173, 0.488, 0.323, 0.183, 0.441, 0.348, 0.344, 0.359, -0.925, 0.316, -0.285, -1.190, -0.084, -0.445, 1.423, -0.277, -0.781, 0.374, 0.255, 0.290, 0.442, 0.575, -0.783, 0.835, -0.869, -0.484, 0.623, 0.217, 0.092, 0.628, 0.238, 0.031, -1.325, 1.675, -1.337, 1.125, -0.612, -0.614, -0.701, -0.462, -1.097, 0.230, 0.619, 0.382, 0.568, 0.315, 0.357, 0.188, 0.492, 0.424, 0.456, 0.648